Entry 1:
{"formula": "C13H17BIN3Ru", "method": "the ωB97M-V functional and the def2-TZVPD basis", "symbols": ["C", "C", "H", "H", "H", "H", "H", "H", "C", "C", "C", "C", "H", "H", "H", "H", "N", "C", "C", "N", "C", "C", "C", "H", "H", "C", "H", "H", "Ru", "I", "B", "C", "N", "H", "H", "H"], "positions_angstrom": [[0.18114, 1.44765, 1.99160], [0.13750, -1.35472, 2.14836], [1.18836, 1.75939, 2.08447], [-0.14157, 1.09718, 3.11392], [-0.55333, 2.22116, 1.81762], [0.31181, -2.31526, 1.69155], [1.03019, -1.12090, 2.76785], [-0.80298, -1.41100, 2.74434], [0.09407, 2.66112, -1.04082], [0.17583, 3.45793, -2.18206], [0.08687, 2.85415, -3.42854], [-0.07906, 1.48341, -3.50377], [0.17607, 3.07013, -0.04476], [0.31603, 4.53006, -2.07112], [0.15493, 3.44530, -4.33847], [-0.13523, 0.98459, -4.46649], [-0.07404, 1.32576, -1.11214], [-0.15872, 0.71867, -2.32312], [-0.30243, -0.73235, -2.31274], [-0.27028, -1.33527, -1.09902], [-0.38279, -2.67658, -1.01296], [-0.56857, -2.87917, -3.39286], [-0.53098, -3.48051, -2.14269], [-0.34343, -3.08843, -0.01570], [-0.61236, -4.55763, -2.01955], [-0.45671, -1.50379, -3.48144], [-0.48719, -1.00742, -4.44666], [-0.68393, -3.47619, -4.29397], [0.00258, 0.00147, 0.57498], [2.73049, -0.14190, 0.14267], [-0.00014, -0.00229, 5.44902], [-0.00258, -0.01107, 3.99853], [0.00010, 0.03670, 2.59128], [-0.97791, 0.56391, 5.87156], [0.97787, 0.56445, 5.87100], [0.00037, -1.12857, 5.87013]], "atomic_forces_ev_per_a": [[0.6, 0.8, 0.2], [0.3, -6.0, 2.1], [0.8, 0.5, 0.1], [-0.8, 4.7, 1.8], [-0.8, -0.3, 0.1], [0.2, -0.1, -1.2], [0.4, -3.8, -0.5], [0.7, -2.8, -0.6], [0.0, -0.2, -0.6], [0.0, -0.1, 0.6], [0.0, 0.1, 0.0], [-0.1, -0.8, 0.5], [0.0, 0.2, -0.1], [0.0, -0.2, -0.1], [0.0, -0.1, 0.2], [0.0, 0.2, 0.2], [-0.1, -0.3, -0.1], [0.1, 1.4, -0.5], [-0.2, -1.4, -0.5], [-0.2, 0.0, 0.2], [0.0, 0.3, -0.7], [0.0, -0.1, 0.0], [0.1, 0.1, 0.6], [-0.1, -0.2, -0.1], [0.0, 0.2, -0.1], [0.1, 0.8, 0.5], [0.0, -0.2, 0.2], [0.0, 0.1, 0.2], [0.4, 0.6, -4.3], [0.2, -0.1, 0.0], [-0.1, -0.5, 1.1], [-0.2, 1.2, -3.5], [-1.3, 5.9, 4.8], [-0.2, 0.2, -0.2], [0.2, 0.2, -0.3], [0.0, -0.5, 0.1]], "mulliken_charge": [-0.747, -1.020, 0.438, 0.106, 0.396, 0.736, 0.351, 0.272, -0.037, -0.820, -0.525, -0.505, 0.349, 0.418, 0.465, 0.323, 0.078, 0.403, 0.717, 0.076, 0.105, -0.472, -0.872, 0.328, 0.427, -0.631, 0.350, 0.464, 0.662, 0.283, -0.090, -0.411, 0.139, 0.101, 0.095, 0.050], "orbital_gap_ha": [0.27319, 0.20220], "s_squared": 6.029, "de_lowest_kcal_mol": 223.41, "homo_energy_ha": [-0.5456, -0.5855], "energy_ha": -1086.1387, "multiplicity": 5, "charge": 2}

---

Entry 2:
{"formula": "C21H11Cl3N3O6Sr", "method": "the ωB97M-V functional and the def2-TZVPD basis", "symbols": ["Sr", "O", "C", "O", "C", "C", "C", "N", "C", "C", "C", "O", "O", "H", "H", "H", "C", "C", "N", "C", "C", "C", "C", "C", "C", "C", "C", "C", "N", "C", "H", "H", "H", "H", "H", "H", "H", "H", "Cl", "C", "Cl", "Cl", "C", "O", "O"], "positions_angstrom": [[-13.01128, -11.07322, -5.45414], [-19.99037, -9.54790, -4.01654], [-19.67576, -10.56179, -4.80133], [-20.39165, -11.37872, -5.35219], [-18.14707, -10.60727, -5.15746], [-17.58936, -11.28190, -6.23433], [-16.25602, -11.28938, -6.44380], [-15.47700, -10.67692, -5.58231], [-15.95009, -9.98779, -4.48714], [-17.26763, -9.90438, -4.29065], [-14.95400, -9.64591, -3.42649], [-15.24929, -8.80131, -2.57349], [-13.84446, -10.29513, -3.45398], [-18.30150, -11.81875, -6.83295], [-15.70746, -11.74075, -7.26830], [-17.65875, -9.34228, -3.39899], [-8.61129, -12.38921, -8.08524], [-9.90695, -12.28070, -7.55691], [-10.24407, -11.41165, -6.63370], [-9.29472, -10.73957, -5.98781], [-7.92317, -10.77170, -6.41966], [-7.68122, -11.49329, -7.60323], [-6.86521, -10.11349, -5.70562], [-7.13477, -9.35799, -4.60182], [-8.54636, -9.24212, -4.15516], [-8.90191, -8.41660, -3.07893], [-10.17706, -8.24259, -2.71034], [-11.11080, -8.96835, -3.40972], [-10.86312, -9.75744, -4.44875], [-9.58287, -9.91283, -4.85058], [-8.41293, -12.93593, -8.98682], [-10.68233, -12.89651, -7.97921], [-6.70382, -11.40986, -8.16837], [-5.86113, -10.14149, -6.18400], [-6.30645, -8.84807, -4.12981], [-8.05414, -7.90575, -2.66916], [-10.44883, -7.64675, -1.82611], [-12.15774, -8.99686, -3.06973], [-14.55602, -14.06656, -9.17859], [-12.90758, -13.54678, -9.07353], [-11.69301, -14.83019, -8.99315], [-12.37354, -12.72951, -10.56210], [-12.86507, -12.64569, -7.78568], [-12.60611, -13.16130, -6.69383], [-13.18256, -11.45930, -7.97692]], "atomic_forces_ev_per_a": [[0.8, 0.0, -0.4], [1.0, -3.0, -2.0], [0.0, 3.7, 1.7], [-0.5, -1.0, -0.4], [0.4, 1.0, 1.2], [-2.9, -0.3, 0.3], [1.3, 0.7, 0.1], [1.5, 0.9, 1.2], [1.3, -1.9, -1.8], [-2.7, 0.6, 1.1], [0.2, 1.3, 1.4], [0.1, -0.5, -0.6], [0.0, 0.0, 0.1], [-0.1, -0.3, -0.4], [-0.5, -0.2, -0.1], [0.2, -0.8, -1.2], [-0.1, 1.6, 0.2], [0.3, 0.0, -0.5], [-0.8, -0.4, 0.7], [2.3, 0.2, -0.5], [-0.9, -0.3, -0.2], [1.4, -0.7, -0.7], [0.1, 0.9, -0.3], [-1.2, -0.8, -0.8], [1.1, -0.4, -0.9], [2.0, 0.0, -1.0], [-0.3, 0.5, 1.4], [-2.1, -0.9, -0.2], [0.2, 0.1, 0.3], [0.0, 0.8, 0.7], [-0.1, -0.4, -0.1], [0.1, 0.1, 0.1], [-1.0, -0.1, 1.1], [-0.7, -0.1, 0.7], [-0.3, 0.2, 0.4], [0.1, 0.4, 0.7], [0.0, -0.3, -0.7], [0.3, 0.2, -0.3], [-0.4, -0.5, -0.2], [1.2, 0.3, -0.1], [-0.3, -1.2, 0.6], [-0.6, 0.8, -0.1], [-0.5, 0.9, -0.7], [0.1, -1.3, 0.3], [0.0, 0.2, -0.3]], "mulliken_charge": [1.843, -0.745, 0.380, -0.679, 0.438, -0.823, -0.108, -0.552, 0.465, -0.300, 0.226, -0.709, -0.951, 0.469, 0.446, 0.434, -0.812, 0.551, 0.118, 0.063, 0.942, -0.616, -0.889, -0.943, 1.250, -0.299, -1.016, -0.055, -0.300, -0.139, 0.415, -0.512, 0.301, 0.306, 0.358, 0.416, 0.412, 0.428, -0.123, 0.769, -0.188, -0.152, 0.411, -0.759, -0.772], "orbital_gap_ha": 0.21541, "homo_energy_ha": -0.1751, "energy_ha": -2834.1125, "charge": -1}

---

Entry 3:
{"formula": "C21H41AlCl7FN4O8S", "method": "the ωB97M-V functional and the def2-TZVPD basis", "symbols": ["C", "C", "C", "Cl", "C", "C", "C", "C", "C", "O", "F", "C", "N", "S", "N", "C", "C", "H", "H", "H", "H", "H", "H", "H", "H", "H", "H", "N", "H", "H", "H", "H", "Cl", "C", "C", "Cl", "H", "H", "H", "H", "C", "C", "O", "H", "H", "H", "H", "H", "C", "O", "C", "C", "O", "C", "H", "H", "H", "H", "H", "H", "H", "H", "H", "H", "C", "O", "O", "O", "H", "N", "H", "H", "H", "H", "Cl", "C", "Cl", "Cl", "Cl", "H", "O", "H", "H", "Al"], "positions_angstrom": [[-1.58014, -3.73807, 2.56556], [-1.58522, -3.14974, 1.13421], [-1.53304, -4.23030, -0.01762], [-1.02651, -5.85994, 0.53088], [-0.60648, -3.65276, -1.11883], [-1.10169, -2.40661, -1.73484], [-0.37021, -1.75352, -2.69662], [-0.93769, -0.43196, -3.26465], [-1.10479, 0.52414, -2.04754], [-0.15899, 0.86154, -1.39908], [-2.34785, 0.95651, -1.67615], [0.89091, -2.31899, -3.09624], [1.74279, -1.82315, -4.02728], [2.97246, -2.88737, -4.02273], [2.59718, -4.01588, -2.90132], [1.38829, -3.57070, -2.48513], [0.58540, -4.22710, -1.47041], [-0.65811, -4.32049, 2.73145], [-1.54422, -2.92099, 3.31661], [-2.49148, -4.32439, 2.76926], [-2.44755, -2.48126, 0.94128], [-0.68791, -2.50402, 1.02607], [-2.52829, -4.29612, -0.49195], [-2.07062, -1.99221, -1.41759], [-1.95795, -0.58082, -3.66321], [-0.25697, -0.00866, -4.01659], [0.90115, -5.13803, -0.95519], [5.27125, 0.03999, -3.53553], [5.21024, 1.04629, -3.36887], [4.35624, -0.31641, -3.82415], [5.96005, -0.14367, -4.27470], [5.56800, -0.43017, -2.67597], [8.44444, -0.24643, -6.09741], [9.23518, -0.58207, -4.53746], [8.94530, -1.97642, -4.04488], [7.23802, -2.14799, -3.57791], [8.88825, 0.20910, -3.80604], [10.30771, -0.46005, -4.68893], [9.53959, -2.19436, -3.15913], [9.17293, -2.72727, -4.79923], [2.39421, -5.45255, 5.42161], [1.28644, -5.85488, 4.34799], [0.20204, -5.25719, 4.71064], [2.11555, -5.78221, 6.42006], [3.33151, -5.94090, 5.14768], [2.56115, -4.37766, 5.43851], [1.29155, -6.95968, 4.32509], [1.72854, -5.58934, 3.36632], [-5.62921, 3.49542, 1.85388], [-5.42433, 3.42733, 0.46931], [-4.58385, 2.35811, 0.08137], [-5.39010, 1.18821, -0.45507], [-6.17794, 0.59739, 0.56724], [-7.54071, 1.00433, 0.51504], [-6.47176, 4.16081, 2.03636], [-5.85781, 2.51474, 2.28675], [-4.73330, 3.91813, 2.34679], [-3.93908, 2.04090, 0.91353], [-3.93649, 2.73767, -0.71877], [-4.69983, 0.41680, -0.81212], [-6.01193, 1.49790, -1.29975], [-8.05453, 0.48641, -0.29976], [-7.63865, 2.08332, 0.38101], [-8.01248, 0.72458, 1.45627], [-4.61759, 6.38308, -0.65499], [-4.94138, 7.56434, -0.84289], [-3.18161, 6.22245, -0.84783], [-5.24599, 5.37563, -0.36301], [-3.04835, 7.17675, -1.04276], [-2.73432, 3.44499, 4.27981], [-3.50170, 2.78283, 4.41892], [-2.22263, 3.19930, 3.43029], [-3.11680, 4.39972, 4.18617], [-2.10262, 3.40910, 5.08174], [8.33049, 0.55292, -2.04377], [6.79262, 3.19753, 1.19855], [6.36129, 2.08191, -0.10996], [7.84933, 2.40301, 2.36299], [7.55499, 4.64699, 0.54881], [5.88252, 3.49049, 1.70846], [-3.08446, 6.63006, 4.37908], [-2.34797, 6.82354, 4.97120], [-3.02636, 7.31770, 3.70425], [-2.62810, 5.68038, -2.98718]], "atomic_forces_ev_per_a": [[-0.2, 0.8, 0.0], [0.5, -0.2, 0.2], [0.3, 1.4, -0.6], [-0.2, 0.4, -0.2], [-0.5, 0.1, 0.0], [1.1, -0.9, -0.2], [-0.8, 0.1, 0.3], [-1.1, -0.1, 1.0], [2.0, 0.1, 0.1], [-1.1, 0.1, -0.3], [0.6, -0.6, -0.8], [0.5, -0.6, 0.1], [-0.1, -1.4, 1.3], [1.0, -0.1, -0.6], [-1.6, 2.3, -0.8], [-1.0, -0.1, 0.9], [-0.3, 0.7, -0.2], [-0.6, 0.0, -0.1], [-0.1, -0.3, -0.5], [0.6, 0.0, -0.1], [0.3, -0.5, 0.3], [-0.4, -0.4, 0.1], [0.4, -0.5, 0.5], [0.5, -0.3, -0.1], [0.7, -0.1, -0.3], [-0.4, 0.1, 0.4], [0.1, 0.3, -0.5], [-0.5, 0.4, -0.1], [0.1, 0.0, 0.1], [0.0, 0.0, 0.0], [0.2, -0.1, 0.2], [0.4, 0.1, -0.1], [-0.2, 0.0, 0.1], [0.3, 0.0, -0.3], [0.5, 0.3, 0.0], [-0.2, -0.8, -0.1], [0.3, -0.6, -0.5], [0.0, 0.0, 0.0], [-0.1, 0.1, 0.1], [-0.2, 0.0, 0.0], [1.2, 0.8, 1.6], [-0.4, -1.5, -2.0], [0.6, 0.1, 0.2], [-0.3, -0.1, -0.2], [-0.3, -0.3, -0.5], [-0.3, 0.0, -0.2], [-0.4, -0.1, 0.9], [0.0, 1.0, 0.2], [-0.2, -0.1, -0.3], [-0.1, -2.7, 1.3], [-0.4, 0.4, -0.3], [0.3, -0.4, 0.3], [0.0, 0.2, 0.0], [-0.1, -0.1, 0.0], [0.1, 0.1, 0.0], [0.0, 0.0, 0.1], [0.0, 0.1, 0.1], [0.0, -0.1, 0.0], [0.0, 0.0, 0.0], [0.0, 0.0, 0.0], [0.0, 0.1, 0.1], [0.0, 0.1, 0.0], [0.0, 0.0, 0.0], [0.1, -0.1, 0.0], [-3.7, 0.5, 0.5], [0.8, -0.2, -0.1], [2.0, 0.0, -1.9], [1.5, 2.1, -1.2], [0.4, 0.0, 0.5], [-0.1, 0.1, 0.1], [0.0, 0.0, -0.1], [-0.1, 0.0, 0.0], [0.0, 0.3, 0.0], [0.0, 0.0, 0.0], [-0.5, 0.4, 0.6], [0.2, 0.1, 0.1], [-0.1, 0.0, 0.1], [-0.1, 0.0, -0.1], [-0.1, -0.1, 0.0], [0.0, 0.0, 0.0], [0.4, -0.5, 0.0], [-0.1, 0.2, 0.1], [-0.2, -0.1, -0.1], [-0.6, 0.1, 1.2]], "mulliken_charge": [-1.310, -0.242, 0.392, -0.186, -0.129, -0.456, 0.115, -0.720, 0.436, -0.503, -0.176, 0.797, -0.712, 0.151, -0.621, 0.383, -0.908, 0.164, 0.406, 0.368, 0.273, 0.331, 0.427, 0.547, 0.326, 0.388, 0.466, -0.399, 0.369, 0.269, 0.254, 0.384, -0.175, -0.243, -0.464, -0.143, 0.011, 0.382, 0.338, 0.389, -0.999, 0.160, -0.237, 0.335, 0.346, 0.351, 0.265, 0.209, -0.444, -0.038, -0.111, -0.501, -0.387, -0.676, 0.324, 0.421, -0.237, 0.208, 0.090, 0.258, 0.333, 0.331, 0.272, 0.237, 0.642, -0.689, -0.510, -0.558, 0.378, -0.442, 0.384, 0.352, 0.301, 0.392, -0.440, -0.019, -0.069, -0.106, -0.107, 0.307, -0.671, 0.329, 0.338, 0.699], "orbital_gap_ha": 0.04355, "homo_energy_ha": -0.4197, "energy_ha": -5606.6648, "charge": 2}

---

Entry 4:
{"formula": "C2H4S3", "method": "the ωB97M-V functional and the def2-TZVPD basis", "symbols": ["C", "C", "S", "S", "S", "H", "H", "H", "H"], "positions_angstrom": [[0.14542, -0.47207, 0.83511], [1.39348, 0.17834, 0.18075], [1.31012, 1.92976, -0.18576], [2.51167, -0.65025, -1.10556], [2.91788, -0.27947, 0.84496], [-0.65814, -0.21056, 0.16411], [0.05554, -0.00186, 1.83928], [0.23483, -1.59302, 0.84526], [0.80479, 1.54534, -1.33546]], "atomic_forces_ev_per_a": [[1.2, -0.3, -1.0], [0.1, -0.6, 0.1], [-0.4, 0.0, 0.3], [-1.2, -0.2, 0.1], [1.7, -0.4, 1.5], [-0.7, 0.1, 0.3], [-0.2, -0.5, -0.7], [0.1, 1.2, 0.3], [-0.5, 0.7, -0.8]], "mulliken_charge": [-0.853, 0.247, -0.121, -0.135, -0.174, 0.282, 0.295, 0.312, 0.147], "orbital_gap_ha": 0.30994, "de_lowest_kcal_mol": 18.39, "homo_energy_ha": -0.3067, "energy_ha": -1273.1225, "smiles": "CC1(S)SS1", "charge": 0}

---

Entry 5:
{"formula": "C4H9BF8N2NiO5S2", "method": "the ωB97M-V functional and the def2-TZVPD basis", "symbols": ["Ni", "F", "B", "F", "F", "C", "F", "F", "S", "O", "O", "N", "S", "O", "O", "C", "F", "F", "F", "N", "H", "H", "H", "C", "C", "O", "H", "H", "H", "H", "H", "H"], "positions_angstrom": [[0.48117, 1.18808, -0.99948], [2.76671, 0.40157, -2.46122], [1.64959, 1.14850, -2.51412], [1.48109, 1.79514, -3.66861], [-0.22807, -4.05040, -1.34975], [-0.73046, -3.47589, -0.25977], [0.10191, -3.67632, 0.76064], [-1.90579, -4.01493, 0.01800], [-0.90854, -1.67586, -0.60688], [0.44777, -1.20421, -0.83861], [-1.84542, -1.56371, -1.69594], [-1.50878, -1.20061, 0.77265], [-1.65372, 0.23951, 1.29928], [-0.85241, 1.23530, 0.58675], [-1.61752, 0.30867, 2.72000], [-3.37006, 0.72523, 0.83039], [-4.25259, -0.11983, 1.34117], [-3.62768, 1.95308, 1.27976], [-3.49078, 0.73301, -0.50138], [-0.74981, 2.30961, -1.97401], [-0.25996, 3.03877, -2.47941], [-1.39055, 2.73282, -1.30790], [-1.31086, 1.79726, -2.65078], [3.19049, -0.03800, 2.11237], [1.85704, 0.29856, 1.49034], [2.04985, 0.82872, 0.15191], [3.03872, -0.40847, 3.12641], [3.83953, 0.83586, 2.15648], [3.70125, -0.82313, 1.55078], [1.34251, 1.08363, 2.03827], [1.21446, -0.57841, 1.44197], [2.54088, 0.17644, -0.36932]], "atomic_forces_ev_per_a": [[0.1, 0.8, 0.0], [-0.1, 0.1, 0.0], [0.1, -0.1, 0.3], [-0.1, 0.1, -0.1], [0.0, 0.0, 0.1], [0.1, 0.0, 0.1], [-0.1, 0.0, -0.1], [-0.1, 0.0, 0.0], [-0.4, 0.4, -0.8], [-0.4, -0.3, 0.1], [0.5, -0.1, 0.4], [0.2, -0.5, 0.0], [-0.2, 0.3, 0.2], [0.2, 0.1, -0.2], [0.0, 0.0, 0.0], [0.0, 0.0, 0.0], [0.0, 0.0, 0.0], [0.0, 0.0, 0.0], [0.0, 0.0, 0.0], [-0.1, -0.3, -0.1], [-0.1, 0.0, 0.0], [0.0, 0.0, 0.0], [0.0, 0.0, 0.0], [0.1, 0.0, 0.0], [0.1, 0.1, 0.0], [-0.1, -0.4, 0.0], [0.0, 0.0, 0.0], [0.0, 0.0, 0.0], [0.0, 0.0, 0.0], [0.0, 0.0, 0.0], [0.0, 0.0, 0.0], [0.1, 0.0, 0.1]], "mulliken_charge": [0.136, -0.269, 0.462, -0.225, -0.198, 0.519, -0.216, -0.201, 1.084, -0.477, -0.630, -0.351, 1.004, -0.497, -0.628, 0.535, -0.212, -0.221, -0.211, -0.558, 0.318, 0.304, 0.296, -1.427, 0.135, -0.425, 0.395, 0.332, 0.383, 0.310, 0.122, 0.410], "orbital_gap_ha": [0.34382, 0.34275], "de_lowest_kcal_mol": 8.34, "homo_energy_ha": [-0.3468, -0.3451], "energy_ha": -3772.1008, "charge": 0}

---

Entry 6:
{"formula": "C3H5LuO3", "method": "the ωB97M-V functional and the def2-TZVPD basis", "symbols": ["H", "O", "C", "C", "O", "O", "C", "Lu", "H", "H", "H", "H"], "positions_angstrom": [[-0.25037, -1.82091, -0.35736], [-0.04447, -0.89189, -0.55723], [-1.77802, -0.03770, 0.10072], [0.78530, -0.26143, 0.45217], [-2.71835, -0.62695, 0.40823], [-1.19174, 1.05376, 0.13971], [0.28574, 1.16436, 0.42866], [1.40900, -0.89516, -3.32363], [1.86009, -0.36276, 0.28668], [0.60140, -0.71002, 1.43625], [0.70491, 1.72372, -0.41317], [0.33651, 1.66498, 1.39899]], "atomic_forces_ev_per_a": [[0.2, -0.2, 0.3], [0.8, -1.3, -1.5], [-3.1, 1.4, 2.5], [0.0, -0.1, 1.4], [2.2, -0.2, -1.6], [0.6, 0.2, -0.2], [-0.2, -0.1, -0.4], [-0.1, -0.1, -0.1], [-0.1, 0.1, -0.3], [-0.2, -0.2, -0.2], [-0.3, 0.3, 0.4], [0.2, 0.1, -0.3]], "mulliken_charge": [0.341, -0.215, 0.716, -0.353, -0.066, -0.165, -0.180, 1.668, 0.365, 0.313, 0.242, 0.333], "orbital_gap_ha": [0.26877, 0.30922], "s_squared": 0.751, "de_lowest_kcal_mol": 15.13, "homo_energy_ha": [-0.8289, -0.9055], "energy_ha": -1577.1327, "multiplicity": 2, "charge": 3}